Density functional theory data (ωB97M-V with the def2-TZVPD basis set) for C12H19Cl2FeN3O as an isolated structure at a distorted geometry.

Calculated values
<S²>	8.796
E_LUMO (spin up / spin down)	3.1 / 3.1	eV
calculated total energy	-2892.2444	Ha
frontier orbital gap (spin up / spin down)	3.8 / 7.5	eV
HOMO (spin up / spin down)	-0.7 / -4.4	eV

ORCA input file:
```
! RIJCOSX wB97M-V def2-TZVPD def2/J DEFGRID3
* xyz -1 6
Fe 0.68238 0.63509 -0.08409
Cl -0.31907 -1.35597 -0.89766
Cl 1.53515 2.58106 0.03585
C 2.24183 0.07342 -1.67012
H 2.92577 0.66301 -1.03737
H 2.41931 -1.00723 -1.70385
C -1.11322 0.50431 -0.92460
C 1.60790 0.61980 -2.75801
H -2.01111 0.28555 -0.34386
C 0.99942 -0.24563 -3.80443
H 1.65896 1.70866 -2.95392
C -0.38360 0.18869 -4.36962
H 1.68465 -0.29168 -4.66799
H 0.91974 -1.26109 -3.38784
C -1.54116 0.04940 -3.39064
H -0.33679 1.22291 -4.74290
H -0.58369 -0.47167 -5.22500
C -1.50887 1.09119 -2.25649
H -2.50717 0.12790 -3.90959
H -1.52193 -0.94877 -2.93960
H -0.83554 1.92963 -2.50825
H -2.52408 1.53370 -2.13865
C 1.75930 0.10988 5.10814
N 0.72660 -0.16234 4.11136
C -0.51193 -0.50784 4.52384
C -1.48561 -0.80057 3.62118
C -1.18699 -0.65330 2.25048
N -0.02090 -0.15130 1.84655
C 1.04190 -0.15318 2.74094
O 2.21265 -0.14787 2.34551
N -2.11163 -1.06702 1.35025
H 2.63567 0.53759 4.61674
H 2.02970 -0.82614 5.62319
H 1.35293 0.81852 5.84818
H -0.68492 -0.58829 5.59346
H -2.46331 -1.14796 3.93106
H -3.01739 -1.36913 1.66317
H -1.76496 -1.52333 0.50460
*
```

***

Density functional theory data (ωB97M-V with the def2-TZVPD basis set) for a 2-piece molecular cluster, C6H14O2 overall at a distorted geometry.

Calculated values
structure (SMILES)	CCCCCC=O.O
E_LUMO	0.7	eV
calculated total energy	-387.4482	Ha
frontier orbital gap	10.9	eV
HOMO	-10.2	eV

ORCA input file:
```
! RIJCOSX wB97M-V def2-TZVPD def2/J DEFGRID3
* xyz 0 1
C 1.42082 -1.42535 1.56325
C -0.01945 -1.51161 1.03771
C -0.82696 -0.25978 1.52758
C -0.45648 1.08613 0.91179
C -0.02083 1.08417 -0.58894
C -1.11135 1.58657 -1.48650
O -2.27249 1.29183 -1.27535
H 1.58205 -1.89672 2.52635
H 1.78411 -0.39420 1.63103
H 2.11088 -1.83793 0.81670
H -0.43570 -2.40322 1.49985
H -0.17052 -1.52665 -0.03619
H -0.66894 -0.29673 2.60759
H -1.89242 -0.42897 1.35479
H 0.30711 1.64443 1.45203
H -1.34720 1.70020 0.91324
H 0.80353 1.79921 -0.71478
H 0.40210 0.11288 -0.81454
H -1.01071 2.23792 -2.37486
O 0.82273 -0.21918 -3.85076
H 0.57511 -0.90931 -3.22234
H 0.42460 0.56632 -3.47767
*
```

***

Density functional theory data (ωB97M-V with the def2-TZVPD basis set) for C27H25N2O6SSn as an isolated structure at a distorted geometry.

Calculated values
E_LUMO (spin up / spin down)	-11.2 / -11.6	eV
calculated total energy	-2216.3565	Ha
frontier orbital gap (spin up / spin down)	5.8 / 5.4	eV
HOMO (spin up / spin down)	-17.0 / -17.0	eV

ORCA input file:
```
! RIJCOSX wB97M-V def2-TZVPD def2/J DEFGRID3
* xyz 3 1
Sn -0.74243 -1.72116 -0.48551
O -2.07662 -6.07662 -1.03768
C -2.01035 -4.79259 -0.81759
O -0.99591 -4.19457 -0.48977
C -3.30996 -4.07621 -1.01193
C -4.46609 -4.68343 -1.48763
C -5.59540 -3.89696 -1.65255
C -5.53618 -2.54576 -1.33857
C -4.33014 -2.03808 -0.87039
N -3.24013 -2.78828 -0.70766
C -4.06349 -0.62767 -0.51835
O -5.14954 0.06471 -0.29515
O -2.94166 -0.16226 -0.41257
H -1.21047 -6.50580 -0.92800
H -4.47525 -5.73808 -1.72449
H -6.51373 -4.32965 -2.02569
H -6.40006 -1.90575 -1.46323
O -1.56080 -1.89637 1.63264
C -0.86275 -2.59049 2.68168
C 0.57215 -2.74829 2.26145
C 1.52337 -3.22831 3.14697
C 2.82149 -3.40220 2.70011
C 3.13484 -3.08699 1.38158
C 2.13419 -2.60763 0.56702
N 0.87483 -2.43969 1.00095
H -2.47267 -1.70651 1.88030
H -1.31509 -3.57147 2.84057
H -0.92342 -2.01687 3.60709
H 1.24885 -3.46735 4.16615
H 3.58098 -3.78297 3.36968
H 4.13455 -3.22012 0.99430
H 2.32821 -2.35622 -0.46979
O 0.00938 0.41709 0.47940
S -0.79163 1.69528 0.69243
C 0.28903 2.83376 1.60375
C 1.65123 3.11477 1.06200
C 2.03730 4.42056 0.75385
C 3.31359 4.67030 0.30516
C 4.24483 3.61663 0.20972
C 3.89517 2.31654 0.59241
C 2.61419 2.06261 1.00926
C -0.91913 2.55026 -0.89801
C 0.30798 3.14798 -1.50936
C 0.29592 4.51842 -1.85264
C 1.37767 5.08109 -2.47875
C 2.50793 4.29013 -2.76774
C 2.51172 2.92638 -2.47183
C 1.41674 2.35224 -1.86354
H 0.36978 2.36704 2.59029
H -0.31701 3.73665 1.71201
H 1.32578 5.22909 0.86794
H 3.62870 5.67663 0.06394
H 5.25329 3.82828 -0.12190
H 4.63948 1.53341 0.55952
H 2.30825 1.07107 1.31372
H -1.68961 3.30864 -0.73967
H -1.35835 1.78593 -1.54712
H -0.57391 5.12396 -1.63005
H 1.36298 6.12795 -2.75057
H 3.36084 4.73217 -3.26695
H 3.36090 2.31601 -2.74719
H 1.40565 1.28877 -1.66400
*
```

***

Density functional theory data (ωB97M-V with the def2-TZVPD basis set) for an isolated ion of composition C3H7N2O and charge +1 at a distorted geometry.

Calculated values
E_LUMO (spin up / spin down)	-5.1 / -5.0	eV
calculated total energy	-302.8056	Ha
frontier orbital gap (spin up / spin down)	7.9 / 8.5	eV
HOMO (spin up / spin down)	-13.0 / -13.5	eV

ORCA input file:
```
! RIJCOSX wB97M-V def2-TZVPD def2/J DEFGRID3
* xyz 1 1
C -1.69172 -1.44975 -0.34537
C -0.93831 -1.27595 -1.44559
C 0.14539 0.53936 0.32766
N -1.91346 -0.52983 0.62014
N 0.93015 1.46965 1.18898
O -1.05058 0.37575 0.86362
H -2.26991 -2.35005 -0.19377
H -0.50007 -0.34461 -1.75442
H -0.93229 -2.05493 -2.19199
H 0.70408 -0.28209 -0.10170
H 1.88375 1.56554 0.81900
H 0.98205 1.16133 2.17645
H 0.47785 2.39698 1.18464
*
```

***

Number 1: molecular weight 348.05 g/mol. Number 2: molecular weight 118.18 g/mol. Number 3: molecular weight 624.28 g/mol. Number 4: molecular weight 87.10 g/mol.